# 1
# C31H65BrF6MoN5O5S2SbSi3

A structure of composition C31H65BrF6MoN5O5S2SbSi3 at a distorted geometry (ωB97M-V with the def2-TZVPD basis set, OMol25).

Cartesian coordinates (Å):
1 Mo 0.480 -0.907 -0.067
2 N 0.577 0.913 1.345
3 C -0.320 0.952 2.504
4 C -1.639 0.316 2.098
5 N -1.438 -1.012 1.488
6 C -2.714 -1.398 0.844
7 C -2.873 -0.789 -0.540
8 N -1.695 -1.150 -1.327
9 C -1.137 -2.003 2.539
10 C -0.702 -3.325 1.912
11 N 0.338 -3.034 0.916
12 H 1.502 1.248 1.632
13 H 0.248 1.649 0.704
14 H -0.513 1.980 2.827
15 H 0.144 0.414 3.338
16 H -2.108 0.960 1.352
17 H -2.303 0.238 2.968
18 H -3.558 -1.096 1.471
19 H -2.746 -2.482 0.726
20 H -2.937 0.298 -0.489
21 H -3.805 -1.157 -0.986
22 H -1.622 -0.493 -2.110
23 H -1.821 -2.071 -1.748
24 H -2.010 -2.164 3.187
25 H -0.311 -1.627 3.151
26 H -1.544 -3.830 1.434
27 H -0.334 -3.993 2.696
28 H 1.253 -3.249 1.322
29 H 0.251 -3.668 0.120
30 C 0.240 1.250 -7.110
31 C -0.367 -0.120 -6.797
32 C -1.882 0.050 -6.586
33 C -0.101 -1.065 -7.974
34 C 0.152 -0.679 -5.491
35 C 0.661 0.154 -4.502
36 C 0.878 -0.374 -3.255
37 Br 1.294 0.788 -1.799
38 C 0.680 -1.714 -2.891
39 O 0.880 -2.031 -1.613
40 C 0.285 -2.584 -3.930
41 C 0.006 -2.023 -5.172
42 C 0.081 -4.088 -3.798
43 C 0.382 -4.609 -2.393
44 C 1.037 -4.788 -4.776
45 C -1.372 -4.448 -4.148
46 H -0.098 1.585 -8.087
47 H 1.327 1.203 -7.122
48 H -0.081 1.999 -6.390
49 H -2.319 0.538 -7.452
50 H -2.074 0.663 -5.707
51 H -2.368 -0.913 -6.444
52 H -0.385 -0.579 -8.904
53 H -0.680 -1.981 -7.899
54 H 0.954 -1.318 -8.031
55 H 0.826 1.204 -4.662
56 H -0.368 -2.687 -5.932
57 H 1.373 -4.289 -2.080
58 H 0.350 -5.697 -2.397
59 H -0.371 -4.249 -1.687
60 H 2.064 -4.489 -4.588
61 H 0.798 -4.551 -5.807
62 H 0.964 -5.864 -4.656
63 H -2.072 -3.892 -3.525
64 H -1.540 -5.509 -3.983
65 H -1.599 -4.231 -5.188
66 F -3.364 3.362 -0.717
67 C -3.095 2.983 -1.964
68 F -3.194 4.015 -2.777
69 F -4.007 2.065 -2.302
70 S -1.413 2.156 -2.013
71 O -1.260 1.684 -0.647
72 O -1.566 1.102 -2.975
73 N -0.315 3.176 -2.400
74 S 0.332 3.945 -1.165
75 O -0.573 4.784 -0.476
76 O 1.141 3.072 -0.336
77 C 1.582 4.875 -2.185
78 F 2.287 3.927 -2.820
79 F 2.440 5.590 -1.468
80 F 0.996 5.638 -3.084
81 C 5.815 -3.709 0.448
82 Si 4.093 -3.484 -0.341
83 C 4.195 -3.284 -2.240
84 C 3.102 -5.056 0.187
85 Sb 3.099 -1.102 0.452
86 Si 3.669 -1.214 3.040
87 C 2.957 0.200 4.115
88 C 2.905 -2.888 3.578
89 C 5.552 -1.132 3.159
90 Si 4.933 0.624 -0.843
91 C 4.582 2.258 0.084
92 C 4.549 0.642 -2.713
93 C 6.666 -0.134 -0.547
94 H 5.745 -4.122 1.450
95 H 6.377 -2.785 0.510
96 H 6.396 -4.414 -0.138
97 H 5.092 -2.737 -2.515
98 H 3.342 -2.730 -2.625
99 H 4.231 -4.238 -2.756
100 H 3.646 -5.928 -0.170
101 H 2.104 -5.126 -0.228
102 H 3.039 -5.170 1.266
103 H 3.488 0.226 5.064
104 H 1.903 0.076 4.352
105 H 3.098 1.176 3.656
106 H 3.167 -3.666 2.867
107 H 1.822 -2.825 3.653
108 H 3.272 -3.209 4.548
109 H 5.930 -0.257 2.642
110 H 6.029 -2.006 2.737
111 H 5.863 -1.058 4.195
112 H 3.512 2.463 0.127
113 H 5.050 3.083 -0.447
114 H 4.982 2.254 1.096
115 H 3.987 1.529 -2.984
116 H 3.970 -0.223 -3.021
117 H 5.467 0.648 -3.293
118 H 6.895 -0.288 0.501
119 H 7.423 0.538 -0.942
120 H 6.782 -1.081 -1.064

The LUMO energy (spin up / spin down) is -6.64 / -6.71 eV. Its net charge is +2. The value obtained for the gap between HOMO and LUMO (spin up / spin down) is 6.54 / 6.47 eV. As for the spin multiplicity: 3.

---

# 2
# C31H65IO9Si

A cluster of 3 separate species, C31H65IO9Si in total at a distorted geometry (ωB97M-V with the def2-TZVPD basis set, OMol25).

Cartesian coordinates (Å):
1 C -0.778 1.194 -3.373
2 C -1.499 0.065 -4.152
3 C -0.994 -1.369 -3.838
4 C -0.278 -2.006 -5.058
5 C 1.169 -2.469 -4.801
6 C 2.003 -1.543 -3.889
7 C 3.403 -1.201 -4.431
8 C 4.167 -0.411 -3.333
9 C 5.307 -1.201 -2.689
10 C 4.805 -2.231 -1.629
11 C 4.750 -1.553 -0.232
12 Si 3.281 -2.064 0.872
13 C 2.656 -0.451 1.668
14 C 2.191 0.594 0.615
15 C 0.659 0.595 0.316
16 C 3.865 -3.154 2.304
17 C 4.122 -4.633 1.963
18 C 4.637 -5.337 3.230
19 O 4.339 -4.984 4.295
20 O 5.461 -6.398 3.042
21 C 1.791 -2.747 -0.101
22 C 1.926 -4.154 -0.610
23 O 2.878 -4.672 -0.973
24 I 0.043 -5.282 -0.675
25 H -0.793 2.074 -4.019
26 H 0.272 0.995 -3.155
27 H -1.273 1.471 -2.444
28 H -1.438 0.310 -5.208
29 H -2.551 0.113 -3.871
30 H -1.888 -1.966 -3.663
31 H -0.413 -1.413 -2.918
32 H -0.280 -1.357 -5.933
33 H -0.848 -2.888 -5.352
34 H 1.124 -3.446 -4.313
35 H 1.724 -2.636 -5.724
36 H 2.116 -2.043 -2.927
37 H 1.514 -0.593 -3.678
38 H 3.239 -0.575 -5.305
39 H 3.986 -2.091 -4.665
40 H 3.490 -0.009 -2.576
41 H 4.623 0.460 -3.813
42 H 5.936 -0.491 -2.146
43 H 5.934 -1.667 -3.450
44 H 3.841 -2.575 -1.988
45 H 5.560 -3.014 -1.611
46 H 4.635 -0.481 -0.407
47 H 5.712 -1.682 0.264
48 H 3.396 -0.070 2.372
49 H 1.777 -0.750 2.253
50 H 2.405 1.577 1.037
51 H 2.741 0.538 -0.324
52 H 0.134 1.285 0.968
53 H 0.207 -0.395 0.348
54 H 0.559 0.985 -0.698
55 H 4.808 -2.732 2.660
56 H 3.148 -3.066 3.120
57 H 4.796 -4.776 1.122
58 H 3.150 -5.089 1.768
59 H 5.187 -6.799 2.202
60 H 1.541 -2.038 -0.894
61 H 0.942 -2.740 0.584
62 C 2.927 1.596 7.078
63 O 1.919 2.419 6.531
64 C 2.174 2.797 5.187
65 C 0.893 2.872 4.381
66 O 0.326 1.610 4.046
67 C -0.264 0.864 5.106
68 C -1.548 1.449 5.658
69 O -1.294 2.587 6.466
70 C -2.312 3.561 6.389
71 H 3.849 2.165 7.241
72 H 2.570 1.221 8.036
73 H 3.134 0.739 6.427
74 H 2.858 2.089 4.706
75 H 2.643 3.790 5.202
76 H 1.140 3.333 3.421
77 H 0.157 3.521 4.857
78 H 0.458 0.670 5.899
79 H -0.511 -0.105 4.663
80 H -2.039 0.695 6.288
81 H -2.217 1.701 4.827
82 H -2.526 3.824 5.347
83 H -1.955 4.454 6.901
84 H -3.226 3.210 6.880
85 C -6.365 4.523 -4.078
86 O -6.108 3.903 -2.837
87 C -7.128 4.129 -1.877
88 C -7.334 2.912 -0.997
89 O -8.000 1.828 -1.630
90 C -7.294 1.095 -2.622
91 C -6.163 0.238 -2.091
92 O -5.043 1.031 -1.731
93 C -4.329 0.516 -0.627
94 H -6.274 5.612 -3.997
95 H -5.629 4.160 -4.794
96 H -7.364 4.265 -4.450
97 H -8.076 4.382 -2.364
98 H -6.816 4.973 -1.248
99 H -7.996 3.211 -0.180
100 H -6.399 2.588 -0.539
101 H -6.954 1.747 -3.428
102 H -8.036 0.420 -3.056
103 H -5.841 -0.456 -2.880
104 H -6.521 -0.345 -1.235
105 H -5.003 0.324 0.215
106 H -3.601 1.267 -0.321
107 H -3.802 -0.402 -0.908

The LUMO energy is 0.32 eV. Its net charge is 0. The value obtained for the gap between HOMO and LUMO is 9.54 eV.

---

# 3
# C31H65NO36S8

A cluster of 9 separate species, C31H65NO36S8 in total at a distorted geometry (ωB97M-V with the def2-TZVPD basis set, OMol25).

Cartesian coordinates (Å):
1 C -4.581 5.675 -6.150
2 C -4.427 5.694 -4.515
3 O -3.022 5.561 -4.039
4 C -2.759 4.114 -4.021
5 C -1.285 3.679 -3.451
6 C -1.235 2.008 -3.490
7 C 0.170 1.451 -2.772
8 O -0.066 0.769 -1.489
9 C 0.935 1.166 -0.467
10 O 0.488 0.836 0.927
11 C 1.614 0.956 1.874
12 C 1.190 1.496 3.370
13 C 0.072 2.724 3.327
14 C 0.634 0.334 4.386
15 C 1.628 -0.995 4.478
16 C -0.889 -0.194 4.061
17 O -1.332 1.622 -4.906
18 C -1.935 0.292 -5.086
19 C -3.572 0.251 -5.008
20 N -4.265 1.554 -5.338
21 H -4.925 4.575 -6.440
22 H -5.478 6.377 -6.468
23 H -3.619 6.012 -6.737
24 H -5.134 4.835 -4.099
25 H -4.931 6.712 -4.151
26 H -2.814 3.756 -5.158
27 H -3.557 3.520 -3.361
28 H -0.376 4.095 -4.076
29 H -1.160 3.976 -2.308
30 H -2.126 1.585 -2.822
31 H 0.925 2.343 -2.695
32 H 0.665 0.651 -3.506
33 H 1.246 2.295 -0.515
34 H 1.920 0.515 -0.641
35 H 2.235 -0.062 1.920
36 H 2.375 1.749 1.416
37 H 2.159 1.971 3.863
38 H -0.486 2.720 4.373
39 H 0.655 3.736 3.241
40 H -0.726 2.576 2.451
41 H 0.622 0.808 5.473
42 H 1.415 -1.510 5.507
43 H 1.361 -1.799 3.638
44 H 2.776 -0.703 4.460
45 H -1.519 -0.025 5.044
46 H -1.435 0.380 3.198
47 H -0.844 -1.370 3.865
48 H -1.625 -0.069 -6.177
49 H -1.516 -0.525 -4.350
50 H -3.928 -0.549 -5.819
51 H -3.972 -0.107 -3.959
52 H -4.643 1.905 -4.426
53 H -5.007 1.453 -6.064
54 O -2.812 -3.475 2.673
55 S -2.535 -3.752 1.281
56 O -3.156 -4.836 0.556
57 O -0.919 -3.862 1.097
58 C -0.482 -2.891 0.147
59 C -1.486 -1.746 0.242
60 O -2.752 -2.374 0.436
61 H -0.504 -3.353 -0.846
62 H 0.537 -2.567 0.374
63 H -1.497 -1.126 -0.657
64 H -1.285 -1.117 1.116
65 O -8.141 -2.187 6.434
66 S -6.752 -2.223 6.834
67 O -6.290 -1.759 8.121
68 O -5.870 -1.494 5.672
69 C -4.902 -2.411 5.164
70 C -5.516 -3.796 5.350
71 O -6.195 -3.739 6.602
72 H -3.987 -2.303 5.755
73 H -4.684 -2.193 4.115
74 H -4.763 -4.588 5.355
75 H -6.258 -4.005 4.572
76 O 4.924 0.949 2.532
77 S 5.201 0.673 1.140
78 O 4.581 -0.411 0.414
79 O 6.817 0.563 0.955
80 C 7.254 1.533 0.005
81 C 6.250 2.679 0.101
82 O 4.985 2.050 0.294
83 H 7.233 1.072 -0.987
84 H 8.273 1.858 0.233
85 H 6.239 3.299 -0.798
86 H 6.452 3.308 0.975
87 O 0.127 -4.305 -2.487
88 S 1.516 -4.341 -2.088
89 O 1.977 -3.877 -0.800
90 O 2.398 -3.612 -3.249
91 C 3.366 -4.529 -3.757
92 C 2.752 -5.914 -3.572
93 O 2.073 -5.856 -2.319
94 H 4.281 -4.421 -3.166
95 H 3.583 -4.311 -4.806
96 H 3.505 -6.706 -3.566
97 H 2.010 -6.123 -4.349
98 O 9.819 -0.611 1.801
99 S 9.857 -1.896 2.464
100 O 10.737 -2.966 2.055
101 O 8.335 -2.475 2.539
102 C 7.978 -2.696 3.903
103 C 8.796 -1.690 4.707
104 O 10.066 -1.638 4.061
105 H 8.251 -3.724 4.163
106 H 6.902 -2.560 4.042
107 H 8.908 -1.985 5.753
108 H 8.351 -0.690 4.657
109 O -6.173 -1.583 -9.067
110 S -5.622 -0.262 -8.855
111 O -6.352 0.798 -8.200
112 O -5.070 0.294 -10.285
113 C -3.678 0.586 -10.176
114 C -3.146 -0.360 -9.102
115 O -4.176 -0.425 -8.119
116 H -3.573 1.631 -9.868
117 H -3.181 0.439 -11.139
118 H -2.212 -0.004 -8.660
119 H -2.997 -1.368 -9.504
120 O -7.082 -2.890 9.393
121 S -6.673 -3.893 10.350
122 O -5.965 -5.096 9.976
123 O -7.976 -4.312 11.236
124 C -7.715 -4.059 12.615
125 C -6.715 -2.906 12.637
126 O -5.838 -3.152 11.539
127 H -7.281 -4.965 13.051
128 H -8.641 -3.812 13.140
129 H -6.155 -2.857 13.574
130 H -7.215 -1.948 12.461
131 O 8.646 5.812 -2.432
132 S 7.618 4.935 -2.946
133 O 7.414 3.591 -2.458
134 O 7.761 4.881 -4.569
135 C 6.543 5.320 -5.169
136 C 5.922 6.290 -4.167
137 O 6.194 5.728 -2.885
138 H 5.903 4.445 -5.319
139 H 6.742 5.794 -6.133
140 H 4.846 6.410 -4.315
141 H 6.407 7.271 -4.216

The LUMO energy is -0.10 eV. Its net charge is 0. The value obtained for the gap between HOMO and LUMO is 9.02 eV.

---

# 4
# C31H66BrN4O4

A cluster of 5 separate species, C31H66BrN4O4 in total at a distorted geometry (ωB97M-V with the def2-TZVPD basis set, OMol25).

Cartesian coordinates (Å):
1 C 3.762 -4.716 1.269
2 C 3.495 -3.390 0.555
3 C 4.726 -2.486 0.818
4 C 4.964 -1.291 -0.076
5 C 5.110 -1.779 -1.455
6 C 3.924 -2.640 -2.036
7 N 3.509 -3.668 -0.957
8 O 2.462 -4.556 -1.367
9 C 4.478 -3.469 -3.163
10 C 2.852 -1.720 -2.494
11 C 2.198 -2.719 1.016
12 H 2.898 -5.355 1.450
13 H 4.045 -4.554 2.309
14 H 4.498 -5.320 0.737
15 H 5.653 -3.054 0.898
16 H 4.637 -2.014 1.796
17 H 5.937 -0.904 0.226
18 H 4.177 -0.546 0.042
19 H 5.970 -2.449 -1.439
20 H 5.368 -0.964 -2.133
21 H 5.151 -4.311 -3.004
22 H 4.972 -2.741 -3.807
23 H 3.639 -3.741 -3.803
24 H 2.054 -2.352 -2.882
25 H 3.170 -1.015 -3.263
26 H 2.349 -1.034 -1.813
27 H 2.072 -1.671 0.744
28 H 2.106 -2.776 2.101
29 H 1.306 -3.241 0.670
30 C -4.611 4.148 2.113
31 C -4.871 4.566 0.570
32 C -4.446 6.034 0.333
33 C -2.981 6.319 0.275
34 C -2.256 5.533 -0.805
35 C -2.429 4.017 -0.495
36 N -3.916 3.660 -0.300
37 O -4.201 2.329 -0.193
38 C -1.602 3.568 0.737
39 C -1.943 3.344 -1.806
40 C -6.374 4.381 0.113
41 H -3.568 4.313 2.386
42 H -4.993 3.158 2.363
43 H -5.180 4.894 2.668
44 H -4.977 6.635 1.071
45 H -4.820 6.335 -0.645
46 H -2.578 6.132 1.270
47 H -2.888 7.397 0.143
48 H -1.184 5.728 -0.838
49 H -2.708 5.816 -1.755
50 H -1.914 2.599 1.127
51 H -1.551 4.350 1.495
52 H -0.565 3.436 0.429
53 H -0.980 3.591 -2.252
54 H -2.579 3.652 -2.635
55 H -1.976 2.255 -1.764
56 H -6.678 3.338 0.199
57 H -6.483 4.743 -0.910
58 H -7.051 4.939 0.759
59 C -2.710 -5.010 -1.999
60 C -2.653 -4.117 -0.750
61 C -1.147 -3.724 -0.494
62 C -0.593 -2.619 -1.444
63 C -1.562 -1.396 -1.367
64 C -3.033 -1.605 -1.751
65 N -3.521 -2.837 -0.987
66 O -4.836 -2.824 -0.357
67 C -3.173 -1.860 -3.292
68 C -3.880 -0.385 -1.361
69 C -3.195 -4.821 0.588
70 H -3.680 -4.820 -2.459
71 H -2.817 -6.070 -1.765
72 H -2.016 -4.838 -2.821
73 H -0.549 -4.630 -0.591
74 H -0.956 -3.400 0.530
75 H -0.567 -2.796 -2.519
76 H 0.411 -2.343 -1.122
77 H -1.063 -0.538 -1.817
78 H -1.528 -1.001 -0.352
79 H -4.177 -2.083 -3.653
80 H -2.484 -2.568 -3.753
81 H -2.914 -0.935 -3.807
82 H -3.676 -0.127 -0.322
83 H -4.922 -0.532 -1.647
84 H -3.549 0.472 -1.948
85 H -2.632 -5.747 0.707
86 H -4.244 -5.096 0.481
87 H -2.979 -4.388 1.564
88 C 2.476 0.293 3.246
89 C 2.692 1.828 3.539
90 C 4.100 2.325 3.501
91 O 4.707 2.057 2.213
92 C 6.100 1.753 2.383
93 N 1.800 2.626 2.592
94 H 1.974 3.621 2.599
95 H 1.935 2.268 1.657
96 H 0.834 2.498 2.857
97 H 1.490 -0.066 3.542
98 H 3.167 -0.283 3.861
99 H 2.806 -0.026 2.257
100 H 2.302 2.000 4.542
101 H 4.694 1.801 4.249
102 H 4.148 3.374 3.794
103 H 6.233 0.801 2.897
104 H 6.618 2.532 2.944
105 H 6.550 1.583 1.405
106 Br 0.836 0.917 -0.159

The LUMO energy is -10.80 eV. The relative energy (zero: lowest compared OMol25 entry of this formula, charge and spin) is 0.0 kcal per mole. Its net charge is +3. The value obtained for the gap between HOMO and LUMO is 4.38 eV.

---

Looking at energy for the records above, in order, we have -190923.8036 -67603.9311 -195064.3999 -117374.1252 eV.